# 1
# C7H16N2

A molecular structure, C7H16N2 at a distorted geometry (wB97M-V/def2-TZVPD, the OMol25 dataset).

Calculated values
- Total charge: 0
- Max |F|: 0.060 Eh/bohr
- E_HOMO: -8.18 eV

Last column: Mulliken charge in e.
Element x y z (Å)
1 C -1.246 -0.477 0.328  1.213
2 C -1.257 0.397 1.565  -1.524
3 C -2.641 -0.843 -0.135  -1.633
4 C -0.605 0.612 -1.131  -1.556
5 N -0.424 -1.586 0.480  -0.598
6 H -0.457 -2.218 -0.310  0.284
7 H 0.557 -1.318 0.679  0.414
8 H -1.742 -0.144 2.379  0.415
9 H -0.252 0.640 1.897  0.377
10 H -3.224 0.052 -0.336  0.335
11 H -3.145 -1.421 0.641  0.429
12 H -2.612 -1.447 -1.041  0.409
13 H -0.834 -0.115 -1.911  0.387
14 H 0.262 1.095 -1.572  0.491
15 H -1.370 1.389 -1.138  0.390
16 H -1.809 1.316 1.381  0.310
17 C 2.869 -0.906 -0.796  -0.824
18 C 1.645 2.176 0.501  -0.773
19 N 2.091 -0.265 0.242  -0.406
20 C 1.689 0.910 0.166  0.409
21 H 3.549 -0.216 -1.317  0.368
22 H 3.471 -1.700 -0.340  0.288
23 H 2.207 -1.352 -1.542  0.256
24 H 2.420 2.589 1.133  0.288
25 H 0.856 2.832 0.178  0.252

# 2
# C9H19N5O4

A single C9H19N5O4 molecule at a distorted geometry (wB97M-V/def2-TZVPD, the OMol25 dataset).

Calculated values
- SMILES: [H]/N=C(/N)NCCC[C@H](N)C(=O)N[C@@H](CO)C(=O)O
- Total charge: 0
- Max |F|: 0.101 Eh/bohr
- E_HOMO: -8.60 eV

Last column: Mulliken charge in e.
Element x y z (Å)
1 C -0.323 -1.440 0.470  0.874
2 C -0.412 -0.621 -0.829  0.070
3 C -0.103 -0.521 1.637  -0.736
4 C 1.282 0.236 1.676  -0.469
5 C 2.624 -0.483 1.423  -1.513
6 C 3.762 0.647 -0.481  0.408
7 C -2.727 0.358 -0.614  0.261
8 C -2.661 1.648 0.069  0.229
9 C -3.320 -0.756 0.234  -0.771
10 H 1.501 -1.766 0.135  0.369
11 H 0.658 -2.543 -0.794  0.315
12 H -1.206 -2.108 0.679  0.184
13 H -0.945 0.220 1.653  0.257
14 H -0.198 -1.036 2.614  0.369
15 H 1.364 0.764 2.685  0.490
16 H 1.312 1.082 0.962  0.183
17 H 2.447 -1.530 1.774  0.610
18 H 3.408 -0.112 2.072  0.404
19 H 3.471 -1.385 -0.081  0.128
20 H 5.004 1.061 1.034  0.245
21 H 2.640 0.671 -2.292  0.276
22 H 3.802 1.835 -2.224  0.287
23 H -1.256 0.301 -2.159  0.272
24 H -3.556 0.484 -1.430  0.340
25 H -2.731 -0.923 1.167  0.258
26 H -4.353 -0.607 0.548  0.456
27 H -3.474 -2.723 -0.196  0.325
28 H -3.465 2.630 1.135  0.371
29 N 0.793 -2.369 0.236  -0.906
30 N 3.064 -0.517 0.050  -0.182
31 N 4.530 1.362 0.196  -0.736
32 N 3.507 0.906 -1.813  -0.476
33 N -1.424 0.107 -1.157  0.022
34 O 0.513 -0.550 -1.549  -0.676
35 O -1.668 2.261 0.370  -0.517
36 O -3.291 -1.919 -0.690  -0.547
37 O -3.858 2.067 0.447  -0.473

# 3
# C14H25N3O2SeSn

A molecular structure, C14H25N3O2SeSn (wB97M-V/def2-TZVPD, the OMol25 dataset).

Calculated values
- Total charge: 0
- Max |F|: 0.016 Eh/bohr
- E_HOMO: -7.16 eV

Last column: Mulliken charge in e.
Element x y z (Å)
1 Sn 0.378 -0.038 -0.509  0.472
2 C -1.942 -0.515 1.857  -1.159
3 N -2.044 -0.316 0.395  0.547
4 C -2.731 0.946 0.119  -0.933
5 C -2.744 -1.431 -0.250  -1.060
6 C -1.918 -2.700 -0.327  -0.763
7 N -0.813 -2.618 -1.284  0.579
8 C 0.030 -3.804 -1.137  -1.304
9 C -1.279 -2.515 -2.660  -1.108
10 H -2.938 -0.665 2.301  0.385
11 H -1.477 0.361 2.306  0.283
12 H -1.307 -1.371 2.086  0.318
13 H -3.742 0.952 0.545  0.380
14 H -2.802 1.103 -0.957  0.356
15 H -2.164 1.771 0.551  0.119
16 H -3.015 -1.108 -1.253  0.419
17 H -3.681 -1.647 0.280  0.335
18 H -2.594 -3.533 -0.575  0.467
19 H -1.475 -2.914 0.647  0.331
20 H -0.519 -4.723 -1.398  0.365
21 H 0.390 -3.890 -0.110  0.347
22 H 0.894 -3.731 -1.804  0.321
23 H -1.892 -3.383 -2.952  0.360
24 H -0.417 -2.466 -3.326  0.332
25 H -1.861 -1.607 -2.816  0.261
26 N 2.619 -1.146 -1.171  -0.437
27 C 3.117 -1.595 0.149  -0.663
28 C 1.963 -2.208 0.940  0.621
29 O 2.133 -3.242 1.561  -0.663
30 O 0.823 -1.541 0.893  -0.194
31 H 2.423 -1.954 -1.753  0.189
32 H 3.310 -0.591 -1.656  0.239
33 H 3.452 -0.717 0.705  0.298
34 H 3.923 -2.320 0.096  0.352
35 Se 1.302 1.425 1.478  -0.311
36 C 1.394 3.288 1.069  0.351
37 C 2.570 3.834 0.560  -0.382
38 C 2.663 5.204 0.341  -0.469
39 C 1.588 6.037 0.629  -0.444
40 C 0.416 5.493 1.144  -0.539
41 C 0.319 4.123 1.366  -0.349
42 H 3.412 3.187 0.348  0.364
43 H 3.583 5.625 -0.051  0.349
44 H 1.664 7.104 0.455  0.358
45 H -0.424 6.138 1.381  0.358
46 H -0.587 3.699 1.784  0.323

# 4
# C5H14N2

2 unconnected molecules or ions with the total composition C5H14N2 at a distorted geometry (wB97M-V/def2-TZVPD, the OMol25 dataset).

Calculated values
- Total charge: 0
- Max |F|: 0.021 Eh/bohr
- E_HOMO: -6.81 eV

Last column: Mulliken charge in e.
Element x y z (Å)
1 C 0.589 0.421 1.775  -0.181
2 C -0.078 0.649 -1.294  -0.543
3 C 1.263 0.665 -0.595  -1.201
4 C -0.373 -1.781 -1.513  -0.980
5 C -0.495 1.448 1.837  -1.136
6 N -0.892 -0.533 -0.966  -0.168
7 N 0.181 -0.843 1.956  -0.347
8 H -1.830 -0.384 -1.322  0.213
9 H 1.413 0.630 0.859  0.528
10 H -0.741 -1.133 1.641  0.212
11 H 0.870 -1.578 1.956  0.237
12 H -0.655 1.527 -0.989  0.339
13 H 0.064 0.737 -2.391  0.403
14 H 1.886 -0.199 -0.830  0.376
15 H 1.811 1.584 -0.807  0.385
16 H -0.144 -1.731 -2.590  0.328
17 H -1.101 -2.578 -1.353  0.337
18 H 0.543 -2.064 -0.993  0.272
19 H -1.417 1.145 1.320  0.298
20 H -0.154 2.391 1.411  0.283
21 H -0.738 1.625 2.889  0.344

E_tot for the records above, in order: -385.69656, -929.01516, -3478.98045, -308.27614 a.u.
ΔE to the lowest compared entry with this formula, charge and spin for the records above, in order: 90.4, 72.7, 0.0, 92.2 kcal/mol